Record 1
Below is 2 unconnected molecules or ions with the total composition C4H8O2 at a distorted geometry, with properties calculated with ωB97M-V/def2-TZVPD.

```
14
Properties=species:S:1:pos:R:3
O -0.971 0.271 0.916
O -0.155 -0.650 -0.912
C -1.609 -2.006 0.638
C 0.761 1.113 -1.075
C 1.693 1.562 0.002
C -0.884 -0.705 0.183
H 1.158 0.670 -1.964
H -1.167 -2.323 1.593
H -1.588 -2.862 -0.041
H -2.659 -1.781 0.881
H 2.752 1.288 -0.107
H -0.112 1.755 -1.121
H 1.131 1.020 0.781
H 1.648 2.647 0.225
```

E_LUMO (eV): 0.2
Gap between HOMO and LUMO (eV): 9.792
Spin multiplicity: 1
Highest occupied orbital energy (eV): -9.6

Record 2
Below is a single C4H8O2 molecule, with properties calculated with ωB97M-V/def2-TZVPD.

```
14
Properties=species:S:1:pos:R:3
O 1.060 -1.557 -1.809
O 1.187 0.596 -0.108
C -0.169 0.289 2.016
C 0.045 -1.397 -0.835
C -0.060 0.094 -0.621
C 0.002 0.850 0.633
H 1.774 -0.973 -1.507
H 0.302 -1.926 0.097
H -1.178 0.534 2.360
H -0.287 1.899 0.549
H -0.426 0.622 -1.504
H -0.871 -1.833 -1.250
H 0.541 0.753 2.706
H -0.038 -0.795 2.059
```

E_LUMO (eV): 1.0
SMILES string: C[C@H]1O[C@H]1CO
Gap between HOMO and LUMO (eV): 11.347
Spin multiplicity: 1
Highest occupied orbital energy (eV): -10.3

Record 3
Below is a single C4H8O2 molecule, with properties calculated with ωB97M-V/def2-TZVPD.

```
14
Properties=species:S:1:pos:R:3
O -0.909 0.046 -1.854
O -0.253 0.127 0.305
C 0.170 -1.245 0.234
C 1.440 -1.403 1.045
C -1.112 2.112 -0.638
C -0.768 0.657 -0.821
H -1.866 2.392 -1.375
H 0.320 -1.509 -0.815
H 2.178 -0.654 0.742
H -0.215 2.715 -0.813
H -0.642 -1.865 0.630
H 1.254 -1.292 2.117
H 1.868 -2.396 0.869
H -1.466 2.315 0.375
```

E_LUMO (eV): 1.0
SMILES string: CCOC(C)=O
Gap between HOMO and LUMO (eV): 11.354
Spin multiplicity: 1
Highest occupied orbital energy (eV): -10.4

Record 4
Below is 2 unconnected molecules or ions with the total composition C4H8O2, with properties calculated with ωB97M-V/def2-TZVPD.

```
14
Properties=species:S:1:pos:R:3
O 0.460 -0.362 -0.559
O -0.740 1.512 -0.336
C -0.942 0.246 -0.540
C -1.291 -0.690 0.657
C 1.240 1.281 0.131
C 0.107 -1.285 0.506
H 2.044 0.586 0.372
H -2.120 -1.386 0.507
H 0.897 1.836 0.995
H 1.449 1.881 -0.744
H 0.795 -1.173 1.352
H -1.432 -0.028 -1.491
H -1.446 -0.107 1.566
H 0.146 -2.315 0.138
```

E_LUMO (eV): 0.5
Gap between HOMO and LUMO (eV): 9.236
Spin multiplicity: 1
Highest occupied orbital energy (eV): -8.8

Record 5
Below is a single C4H8O2 molecule at a distorted geometry, with properties calculated with ωB97M-V/def2-TZVPD.

```
14
Properties=species:S:1:pos:R:3
O -0.188 0.213 -1.016
O 0.516 -1.006 0.806
C 0.824 0.915 -0.377
C -1.828 -0.061 0.298
C -0.484 -0.912 -0.201
C 1.586 -0.215 0.293
H -1.850 1.064 0.115
H 1.320 1.414 -1.198
H -0.223 -1.786 -0.888
H 2.236 0.086 1.113
H -2.710 -0.421 -0.217
H 2.162 -0.771 -0.464
H -1.827 -0.173 1.366
H 0.467 1.652 0.369
```

E_LUMO (eV): 1.1
SMILES string: CC1OCCO1
Gap between HOMO and LUMO (eV): 10.102
Spin multiplicity: 1
Highest occupied orbital energy (eV): -9.0

Record 6
Below is a single C4H8O2 molecule at a distorted geometry, with properties calculated with ωB97M-V/def2-TZVPD.

```
14
Properties=species:S:1:pos:R:3
O 1.324 1.422 0.035
O -1.084 1.215 -0.430
C -0.708 0.109 -0.083
C 0.893 0.090 0.144
C -2.133 -0.167 0.647
C 1.717 -0.775 -0.806
H 1.040 -0.265 1.175
H 2.789 -0.589 -0.658
H 0.517 1.971 0.017
H 1.478 -0.544 -1.848
H -2.627 0.754 1.072
H 1.516 -1.833 -0.620
H -2.810 -0.570 -0.107
H -1.910 -0.818 1.460
```

E_LUMO (eV): 0.3
SMILES string: CC(=O)[C@@H](C)O
Gap between HOMO and LUMO (eV): 9.556
Spin multiplicity: 1
Highest occupied orbital energy (eV): -9.2

Record 7
Below is a single C4H8O2 molecule at a distorted geometry, with properties calculated with ωB97M-V/def2-TZVPD.

```
14
Properties=species:S:1:pos:R:3
O 1.350 0.505 -0.769
O -0.318 -1.206 -0.789
C -0.607 -0.385 0.283
C -1.688 0.597 -0.118
C 1.809 -0.579 0.173
C 0.739 0.321 0.562
H -2.590 0.036 -0.375
H -1.907 1.316 0.675
H -1.363 1.130 -1.019
H 1.186 -1.467 -0.240
H 2.832 -0.391 0.486
H -0.883 -0.904 1.224
H 0.849 1.192 1.198
H 0.592 -0.165 -1.292
```

E_LUMO (eV): 1.0
Gap between HOMO and LUMO (eV): 9.817
Spin multiplicity: 1
Highest occupied orbital energy (eV): -8.9

Record 8
Below is 2 unconnected molecules or ions with the total composition C4H8O2 at a distorted geometry, with properties calculated with ωB97M-V/def2-TZVPD.

```
14
Properties=species:S:1:pos:R:3
O 0.342 2.183 0.493
O -0.650 -1.350 0.857
C -1.124 1.054 -0.850
C -0.881 1.997 0.054
C 1.461 -1.555 -0.213
C 0.670 -1.755 0.812
H 1.123 -2.188 1.694
H -0.397 0.620 -1.443
H -0.888 -0.601 0.172
H 0.897 1.433 0.540
H -1.763 2.545 0.355
H 0.972 -1.429 -1.208
H 2.408 -1.876 -0.079
H -2.169 0.924 -1.184
```

E_LUMO (eV): 1.0
SMILES string: C=CO.C=CO
Gap between HOMO and LUMO (eV): 10.168
Spin multiplicity: 1
Highest occupied orbital energy (eV): -9.2

Record 9
Below is 3 unconnected molecules or ions with the total composition C4H8O2, with properties calculated with ωB97M-V/def2-TZVPD.

```
14
Properties=species:S:1:pos:R:3
O 1.667 -1.562 -0.502
O -2.109 0.109 -0.988
C -1.139 -0.293 -1.582
C 1.186 0.619 0.685
C 1.200 -0.621 0.331
C 0.278 -0.336 1.458
H 1.327 -2.417 -0.209
H 1.497 1.647 0.601
H -0.806 -0.303 1.289
H -0.924 2.629 0.248
H -1.395 2.148 -0.070
H 0.549 -0.635 2.478
H -0.483 0.375 -2.170
H -0.848 -1.361 -1.569
```

E_LUMO (eV): 0.6
SMILES string: OC1=CC1.[H][H].C=O
Gap between HOMO and LUMO (eV): 9.601
Spin multiplicity: 1
Highest occupied orbital energy (eV): -9.0

Record 10
Below is a single C4H8O2 molecule, with properties calculated with ωB97M-V/def2-TZVPD.

```
14
Properties=species:S:1:pos:R:3
O -0.015 -0.640 -0.973
O -2.421 1.576 0.347
C 1.259 -0.576 1.107
C -1.808 0.554 0.164
C -1.083 0.248 -1.132
C 1.135 -0.097 -0.334
H 1.021 -1.642 1.148
H -1.810 -0.237 -1.797
H 0.580 -0.045 1.782
H 2.277 -0.426 1.486
H 1.118 1.003 -0.376
H 1.986 -0.443 -0.929
H -0.774 1.198 -1.592
H -1.744 -0.247 0.934
```

E_LUMO (eV): 1.0
SMILES string: CCOCC=O
Gap between HOMO and LUMO (eV): 10.679
Spin multiplicity: 1
Highest occupied orbital energy (eV): -9.7

Record 11
Below is a single C4H8O2 molecule, with properties calculated with ωB97M-V/def2-TZVPD.

```
14
Properties=species:S:1:pos:R:3
O -1.431 -0.280 -1.028
O -0.300 1.777 0.441
C -0.387 0.600 1.228
C 0.342 -0.613 0.592
C -0.107 -0.736 -0.804
C 1.265 -0.053 -0.463
H -1.826 -0.695 -1.803
H -1.447 0.377 1.394
H -0.497 1.529 -0.472
H 0.084 0.854 2.180
H 0.513 -1.473 1.241
H 0.139 -1.607 -1.400
H 1.583 0.959 -0.210
H 2.068 -0.639 -0.895
```

E_LUMO (eV): 0.7
SMILES string: OC[C@@H]1C[C@@H]1O
Gap between HOMO and LUMO (eV): 10.326
Spin multiplicity: 1
Highest occupied orbital energy (eV): -9.7

Record 12
Below is a molecular structure, C4H8O2 at a distorted geometry, with properties calculated with ωB97M-V/def2-TZVPD.

```
14
Properties=species:S:1:pos:R:3
O -0.719 0.954 -0.393
O -1.466 -2.143 0.336
C 0.046 -0.206 -0.378
C 0.691 -0.775 0.811
C -0.582 -1.511 -0.479
C 0.108 2.081 -0.299
H -1.087 -2.013 1.211
H 0.804 2.138 -1.153
H 0.807 -0.230 -1.176
H -0.703 -1.919 -1.498
H -0.548 2.950 -0.307
H 0.177 -0.568 1.767
H 1.773 -0.823 0.931
H 0.698 2.065 0.629
```

E_LUMO (eV): 0.7
Gap between HOMO and LUMO (eV): 9.096
Spin multiplicity: 1
Highest occupied orbital energy (eV): -8.4